Here is 2 unconnected molecules or ions with the total composition C7H9NO2S in a non-equilibrium geometry from the OMol25 dataset. Energies are from ωB97M-V/def2-TZVPD.

```
20
Properties=species:S:1:pos:R:3:forces:R:3:mulliken_charge:R:1
C 1.82979 1.85946 -0.69293 -0.1 0.2 0.5 -0.390
C 1.60901 2.05395 0.61133 0.4 0.5 -1.2 -0.325
C -2.83034 -0.78635 1.37242 2.2 -3.7 1.5 -0.774
C -1.68700 -1.21937 0.79033 -2.2 -0.8 0.8 -0.191
C 0.89304 0.85053 -1.27688 0.2 -0.4 0.9 -0.747
C 0.21662 0.12785 -0.08744 0.5 -0.5 -1.6 0.780
C -1.10834 -0.50381 -0.34790 0.4 -0.7 -0.9 -1.036
N 1.29377 -1.55927 -0.00901 0.8 2.0 0.6 0.708
O 1.88156 -1.85685 -1.03092 -0.7 -0.1 0.1 -0.584
O 1.52635 -2.03154 1.07973 -0.6 -0.1 -0.2 -0.545
S 0.33885 1.10746 1.34058 0.2 -0.4 0.2 -0.096
H 2.70192 2.31795 -1.20974 -1.1 -0.3 0.2 0.326
H 2.13334 2.83491 1.10458 0.3 0.2 1.0 0.430
H -3.38089 -1.30015 2.22335 0.8 0.8 -1.5 0.261
H -3.08465 0.09093 0.94505 -1.7 3.0 -0.5 0.309
H -1.27329 -2.21547 0.85402 0.1 -0.1 1.0 0.316
H 0.24315 1.17362 -2.10743 0.0 0.0 0.6 0.417
H 1.50235 0.07948 -1.66004 0.7 -1.1 -1.1 0.335
H -1.05123 -1.25960 -1.15052 0.5 0.4 0.0 0.287
H -1.75401 0.23625 -0.74859 -0.8 1.0 -0.1 0.518
```
Positions in Å, forces in eV/Å.

Output
2S+1 = 1
Gap between HOMO and LUMO = 8.829 eV
Total energy = -875.36345 Eh
Lowest unoccupied orbital energy = 0.1 eV
HOMO = -8.75 eV
Relative energy (zero: lowest compared OMol25 entry of this formula, charge and spin) = 117.9 kcal per mole



Here is a molecular structure, C7H9NO3 in a non-equilibrium geometry from the OMol25 dataset. Energies are from ωB97M-V/def2-TZVPD.

```
20
Properties=species:S:1:pos:R:3:forces:R:3:mulliken_charge:R:1
C -0.75607 0.81808 0.20651 4.8 -3.4 -0.1 -0.906
C -1.20301 -0.43498 0.37658 -0.7 1.5 -0.9 0.858
C -0.19277 -1.51271 0.17379 -0.1 3.8 -0.1 0.383
C 2.14327 -1.70918 0.39070 -1.4 -2.5 -1.8 -0.069
C 1.19040 0.54154 -0.09748 -4.3 0.4 1.4 0.478
C -2.60998 -0.83752 0.72193 1.1 0.5 2.2 -1.247
C 1.67699 0.94283 -1.45178 1.5 -3.3 -2.0 -1.304
N 1.06292 -0.92414 0.02502 1.7 0.7 0.3 0.180
O -0.39075 -2.65971 0.21173 -0.6 -3.5 0.1 -0.544
O 3.19240 -1.36627 0.80327 2.3 2.1 1.0 -0.487
O 1.87224 1.18570 0.95822 1.2 -2.0 -0.9 -0.540
H -1.09405 1.76077 0.50397 -0.7 1.2 -0.1 0.423
H 2.05057 -2.79797 0.15842 -0.9 0.5 0.3 0.360
H -3.02344 -0.00847 1.29908 -0.2 -0.1 0.0 0.376
H -2.56626 -1.70876 1.39894 -0.2 0.2 -0.5 0.317
H -3.26814 -0.99208 -0.08139 -0.6 -0.5 -1.3 0.283
H 1.12617 0.50846 -2.35120 0.1 0.7 1.5 0.305
H 2.71508 0.44515 -1.62997 -1.4 0.8 0.6 0.290
H 1.84648 1.96218 -1.59095 -0.1 1.7 0.1 0.387
H 2.74629 0.65884 1.00504 -1.5 1.1 0.2 0.455
```
Positions in Å, forces in eV/Å.

Output
2S+1 = 1
Gap between HOMO and LUMO = 10.249 eV
Total energy = -552.54659 Eh
Lowest unoccupied orbital energy = 0.3 eV
HOMO = -9.95 eV
Relative energy (zero: lowest compared OMol25 entry of this formula, charge and spin) = 36.7 kcal per mole



Here is a single C7H9NO3 molecule in a non-equilibrium geometry from the OMol25 dataset. Energies are from ωB97M-V/def2-TZVPD.

```
20
Properties=species:S:1:pos:R:3:forces:R:3:mulliken_charge:R:1
C -0.99658 1.38376 -0.63176 1.2 0.0 3.8 -0.384
C -0.63418 0.15406 -1.29144 -0.4 -0.2 0.6 -0.266
C -0.57549 1.90794 0.52755 1.5 -2.9 -0.4 -0.458
C -1.14196 -1.04113 -1.05092 2.1 2.8 -1.4 -1.144
C 0.61883 1.40641 1.30915 -0.2 -5.1 1.1 -0.681
C 1.41014 0.20630 0.66460 0.3 2.4 -0.3 0.104
C 1.56050 -2.14884 0.34043 -1.0 -0.8 0.8 -0.345
N 2.24094 0.54617 -0.40811 0.0 -0.1 0.8 1.083
O 2.52142 1.71354 -0.67153 -0.5 0.0 0.1 -0.687
O 2.67834 -0.41375 -1.03950 0.8 -0.4 -0.9 -0.747
O 1.26170 -1.08503 0.90782 -1.7 3.2 1.0 -0.234
H -1.74510 1.85829 -1.10496 -2.6 1.9 -1.7 0.518
H -0.07895 0.42331 -2.11264 1.6 -0.3 -2.3 0.393
H -0.88683 2.74236 1.04922 -1.5 2.0 0.1 0.469
H -0.90645 -1.84938 -1.60841 0.5 -2.5 -1.7 0.474
H 1.24103 2.20536 1.42188 2.2 2.1 -0.1 0.404
H 0.55803 1.07399 2.41196 -1.1 0.5 -1.5 0.347
H -1.69008 -1.08479 -0.23154 -2.7 -0.8 3.6 0.404
H 0.93523 -2.91205 0.67769 -0.3 -1.6 0.6 0.328
H 2.25442 -2.16953 -0.39121 1.9 -0.4 -2.2 0.422
```
Positions in Å, forces in eV/Å.

Output
2S+1 = 1
Gap between HOMO and LUMO (alpha / beta) = 7.790 / 7.798 eV
Total energy = -552.29270 Eh
Lowest unoccupied orbital energy (alpha / beta) = -0.6 / -0.6 eV
HOMO (alpha / beta) = -8.35 / -8.35 eV
Relative energy (zero: lowest compared OMol25 entry of this formula, charge and spin) = 196.0 kcal per mole



Here is 2 unconnected molecules or ions with the total composition C7H9NS in a non-equilibrium geometry from the OMol25 dataset. Energies are from ωB97M-V/def2-TZVPD.

```
18
Properties=species:S:1:pos:R:3:forces:R:3:mulliken_charge:R:1
C 0.11690 -2.74762 -0.70900 0.3 -2.3 -1.1 -0.642
C 0.54795 -1.52113 -0.30342 -5.9 -0.2 -2.4 -0.514
C -1.17804 -2.75072 -1.18373 1.1 3.5 1.6 -0.447
C -0.56953 -0.71406 -0.58839 0.0 0.2 0.8 0.422
C -0.73879 0.61373 -0.29689 1.9 3.0 1.7 -0.052
C 0.84956 2.86082 1.20475 -1.2 2.4 -1.9 -0.721
C 1.30211 1.51200 1.01400 -3.7 -0.5 0.2 -0.768
N -1.63604 -1.45507 -1.05777 4.5 -3.0 0.1 -0.007
S -1.81940 1.76229 -0.46755 0.0 -0.3 0.0 -0.351
H 0.72250 -3.60183 -0.84339 0.6 -0.9 0.4 0.403
H 1.44299 -1.24998 -0.01960 4.2 1.5 1.5 0.609
H -1.80027 -3.54018 -1.29916 -1.8 -2.2 -0.9 0.474
H -0.26273 2.97065 1.24447 0.1 -0.5 0.2 0.139
H 1.18558 3.37514 2.10775 0.3 0.0 -0.1 0.325
H 1.00420 3.49032 0.23213 0.3 -0.9 1.9 0.217
H 2.00065 1.34699 0.32102 2.6 -0.6 -2.8 0.426
H 1.37057 0.83547 1.80904 -0.2 -0.8 1.3 0.366
H -2.53819 -1.18683 -1.16426 -3.0 1.4 -0.4 0.119
```
Positions in Å, forces in eV/Å.

Output
2S+1 = 1
Gap between HOMO and LUMO = 6.807 eV
Total energy = -724.90521 Eh
Lowest unoccupied orbital energy = -0.3 eV
HOMO = -7.10 eV
Relative energy (zero: lowest compared OMol25 entry of this formula, charge and spin) = 86.8 kcal per mole



Here is a single C7H9NSe molecule in a non-equilibrium geometry from the OMol25 dataset. Energies are from ωB97M-V/def2-TZVPD.

```
18
Properties=species:S:1:pos:R:3:forces:R:3:mulliken_charge:R:1
C 0.67407 0.51756 -2.08040 0.9 -0.6 0.9 -0.494
C 0.15072 0.04555 0.24328 -1.0 -1.9 -2.5 -0.286
C -0.38813 -0.28753 -2.40709 -0.4 1.0 -2.3 -0.287
C 0.95083 0.67972 -0.69975 -0.2 0.0 -1.3 0.659
C -0.84376 -0.93792 -0.26101 1.6 3.8 1.4 0.067
C 2.04815 1.63027 -0.28900 1.5 -2.8 0.3 -1.265
C -1.82690 -1.37408 2.67203 -0.1 -0.1 0.7 -0.922
N -1.13360 -0.94308 -1.53751 -0.5 -1.2 -0.1 -0.483
Se -2.14871 -1.83238 0.77738 -0.7 -0.9 0.6 0.085
H 1.37793 0.89908 -2.83756 -0.7 0.1 0.4 0.314
H 0.31161 0.28903 1.24962 0.0 -0.2 1.4 0.483
H -0.74381 -0.25196 -3.49024 0.5 -0.6 1.5 0.279
H 2.85578 1.81014 -1.05879 -1.0 -0.4 0.8 0.343
H 1.57395 2.52786 -0.07072 -0.4 1.9 0.8 0.309
H 2.49239 1.10597 0.61998 -0.2 1.4 -0.9 0.318
H -1.98694 -0.29621 2.76612 0.4 -0.2 0.2 0.289
H -2.53008 -1.86821 3.41568 0.5 0.3 -1.5 0.297
H -0.83350 -1.71382 2.98796 -0.1 0.4 -0.2 0.296
```
Positions in Å, forces in eV/Å.

Output
2S+1 = 1
Gap between HOMO and LUMO = 8.914 eV
Total energy = -2728.27539 Eh
Lowest unoccupied orbital energy = 0.8 eV
HOMO = -8.08 eV
Relative energy (zero: lowest compared OMol25 entry of this formula, charge and spin) = 0.0 kcal per mole



Here is a gas-phase ion, C7H9O4P (charge -2) in a non-equilibrium geometry from the OMol25 dataset. Energies are from ωB97M-V/def2-TZVPD.

```
21
Properties=species:S:1:pos:R:3:forces:R:3:mulliken_charge:R:1
C -1.39298 2.04825 -1.19963 -2.7 1.9 1.6 -0.773
C -1.62029 -1.07519 -0.43839 0.1 -0.6 0.7 -1.059
C -0.24115 1.46430 -1.02371 2.7 -1.5 0.5 -0.086
C -0.37008 -1.03471 0.13190 -1.3 0.0 -2.0 1.016
C 0.82547 -1.56928 -0.58025 0.7 -1.9 -2.2 0.357
C -0.18462 -1.16095 1.54939 0.6 -0.7 4.4 -1.177
C 0.33393 0.99117 0.20577 1.6 1.7 1.0 -0.740
O 1.98676 -1.03612 -0.38465 0.8 1.7 0.8 -0.463
O 3.07217 1.30952 -0.71069 -1.0 -0.3 0.1 -0.812
O 0.79794 -2.57908 -1.31697 -0.8 0.9 0.9 -0.734
O 2.62438 0.49553 1.62778 0.4 -0.3 2.7 -0.749
P 2.12483 0.66283 0.27209 -0.4 -0.1 -3.3 0.884
H -1.95414 2.38373 -2.05641 0.4 -0.3 -0.6 0.283
H -1.81630 2.39809 -0.24542 -0.4 0.0 -0.4 0.211
H -2.45771 -1.04638 0.24951 -0.2 0.2 -0.1 0.222
H -1.82617 -1.02092 -1.49536 0.2 -0.2 -0.1 0.298
H 0.28817 1.05961 -1.87696 0.2 0.1 -0.4 0.200
H 0.14721 -2.13684 1.96090 -0.3 -0.4 -0.9 0.274
H -1.10620 -0.99398 2.17180 0.7 0.5 -0.7 0.276
H 0.69717 -0.57157 1.89255 -1.1 -0.1 0.2 0.215
H 0.07163 1.41198 1.26677 -0.2 -0.7 -2.2 0.355
```
Positions in Å, forces in eV/Å.

Output
2S+1 = 1
Gap between HOMO and LUMO = 5.527 eV
Total energy = -914.42520 Eh
Lowest unoccupied orbital energy = 6.5 eV
HOMO = 0.94 eV
Relative energy (zero: lowest compared OMol25 entry of this formula, charge and spin) = 0.0 kcal per mole
Total charge = -2



Here is a molecular structure, C7H9O7PTm in a non-equilibrium geometry from the OMol25 dataset. Energies are from ωB97M-V/def2-TZVPD.

```
25
Properties=species:S:1:pos:R:3:forces:R:3:mulliken_charge:R:1
Tm -0.00023 -0.34280 -0.97509 -0.6 3.0 -1.0 1.194
O -0.90711 3.29921 -3.02248 0.0 -2.5 2.4 -0.070
C -0.89771 2.44798 -2.26028 -0.1 2.3 -2.0 0.203
C 1.65379 -1.37834 -2.37810 4.9 -2.8 -3.5 0.334
O 2.45933 -1.79586 -3.09375 -3.7 2.0 3.3 -0.009
C -1.76229 -1.56599 -2.43889 -3.6 -3.4 -3.1 0.205
O -2.43754 -2.16687 -3.15737 2.9 2.7 3.1 0.002
C -0.14701 0.14336 -3.45768 0.0 0.5 -5.9 0.078
O -0.21849 0.18525 -4.61010 0.3 -0.1 4.9 -0.003
C -2.02649 -1.63975 1.35150 -1.5 -0.2 0.7 -0.669
O -0.70822 -1.46134 0.77820 3.6 -0.5 1.0 -0.261
P 0.78216 -1.64812 1.74189 -2.2 3.4 2.2 0.779
O 0.69113 -0.44268 2.79138 0.5 -3.2 -2.8 -0.148
C -0.12143 0.75501 2.91438 -0.9 1.0 0.4 -0.407
O 1.21408 0.96329 -0.10719 -0.6 -2.1 -0.2 -0.372
C 2.35982 1.51173 0.51306 0.8 0.7 0.3 -0.714
H -2.45216 -2.55146 0.92606 0.1 0.1 0.2 0.290
H -2.64073 -0.77958 1.06820 0.1 -0.1 0.2 0.354
H -1.92033 -1.70240 2.44022 -0.3 0.0 -0.3 0.419
H -0.91747 0.85674 2.15832 0.5 -0.4 0.2 0.269
H -0.57197 0.70927 3.90696 0.1 0.0 0.0 0.320
H 0.55198 1.61595 2.86967 0.1 -0.3 0.0 0.254
H 2.10630 2.43026 1.05750 0.0 -0.2 -0.2 0.319
H 2.79261 0.79566 1.22741 -0.1 0.2 -0.2 0.303
H 3.11801 1.76147 -0.24383 -0.3 -0.1 0.2 0.330
```
Positions in Å, forces in eV/Å.

Output
2S+1 = 3
Gap between HOMO and LUMO (alpha / beta) = 6.617 / 6.611 eV
Total energy = -2224.18934 Eh
Lowest unoccupied orbital energy (alpha / beta) = -14.9 / -14.9 eV
HOMO (alpha / beta) = -21.51 / -21.51 eV
Relative energy (zero: lowest compared OMol25 entry of this formula, charge and spin) = 5.0 kcal per mole
Total charge = +3